# 1
Here is C5H7FI2O as an isolated structure in a non-equilibrium geometry from the OMol25 dataset. Energies are from ωB97M-V with the def2-TZVPD basis set.

Energy above the lowest of the compared OMol25 structures with the same formula, charge and spin = 0.0 kJ/mol
LUMO = -0.54 eV
HOMO-LUMO gap = 8.715 eV
E = -965.13563 Eh
F_max = 3.57 eV/Å

Each line ends with the natural charge from an NBO analysis.
Element x y z (Å)
C: 1.1650 -1.1272 0.7388  -0.426
C: 0.6900 0.1321 1.3892  -0.443
C: 0.3179 -0.1554 -0.0306  0.221
C: 0.9421 0.6746 -1.1372  -0.625
C: -1.9299 0.0971 -0.5449  0.424
O: -0.9655 -0.7805 -0.1433  -0.540
F: -2.0016 0.3567 -1.8637  -0.362
I: -3.7496 -1.3638 -0.1841  0.000
I: -2.2253 1.9141 0.4818  0.178
H: 2.2002 -1.1150 0.5018  0.207
H: 0.8728 -2.1267 1.0644  0.237
H: -0.0571 -0.1237 2.1594  0.235
H: 1.3865 0.9243 1.6608  0.225
H: 0.2737 1.4370 -1.4055  0.220
H: 1.2231 0.1254 -2.0195  0.225
H: 1.8577 1.1309 -0.6673  0.225


# 2
Here is C20H21O3Sc as an isolated structure in a non-equilibrium geometry from the OMol25 dataset. Energies are from ωB97M-V with the def2-TZVPD basis set.

Energy above the lowest of the compared OMol25 structures with the same formula, charge and spin = 247.1 kJ/mol
LUMO = -2.31 eV
HOMO-LUMO gap = 3.283 eV
E = -1761.03348 Eh
F_max = 4.27 eV/Å

Each line ends with the natural charge from an NBO analysis.
Element x y z (Å)
C: -2.0065 2.1936 2.0407  -0.268
C: -0.6798 2.5634 2.3907  -0.303
C: 0.0592 2.7683 1.1703  -0.309
H: -0.2997 2.7601 3.3930  0.229
C: -0.8536 2.5643 0.0793  -0.289
C: -2.1028 2.1526 0.6170  -0.371
H: -2.9987 1.9124 0.0402  0.232
H: -2.8282 2.0285 2.7374  0.228
H: 1.0436 3.2321 1.0754  0.237
H: -0.6235 2.7453 -0.9726  0.216
C: 0.0232 -1.7213 2.4507  -0.297
C: -0.3170 -0.7844 3.4763  -0.316
C: -1.6848 -0.4206 3.2995  -0.277
H: 0.3217 -0.4929 4.3103  0.232
C: -2.1875 -1.1004 2.1436  -0.345
C: -1.1305 -1.9182 1.6217  -0.318
H: -1.1979 -2.6113 0.7806  0.231
H: 0.9601 -2.2736 2.3807  0.239
H: -2.2558 0.2064 3.9825  0.228
H: -3.2094 -1.0578 1.7632  0.235
Sc: -0.4007 0.4137 1.2716  1.029
O: -0.3963 -0.1345 -0.8969  -0.685
C: 0.8438 -0.0372 -1.4812  -0.126
C: 0.3171 -0.0191 -2.8653  0.220
H: 1.3512 0.9129 -1.2837  0.186
H: 1.4931 -0.8961 -1.3272  0.170
H: 0.0041 0.9427 -3.2697  0.212
H: -0.2571 0.0052 -5.4665  0.222
C: -0.0515 -0.9999 -5.0879  -0.115
C: 0.2266 -1.1444 -3.6862  -0.119
C: 0.4452 -2.4773 -3.1922  -0.111
H: 0.5747 -2.6051 -2.1114  0.241
C: 0.4950 -3.5545 -4.0613  -0.238
H: 0.7135 -4.5496 -3.6698  0.233
C: 0.2627 -3.3754 -5.4347  -0.117
H: 0.3054 -4.2306 -6.1084  0.228
C: -0.0330 -2.0966 -5.9353  -0.244
H: -0.2447 -1.9637 -6.9966  0.231
C: 2.5487 2.4022 3.9637  -0.241
O: 2.7969 1.5379 2.7507  -0.548
C: 1.7604 1.2040 2.0592  0.498
O: 1.7126 0.1556 1.3600  -0.721
H: 3.4985 2.4239 4.4937  0.199
H: 1.7589 1.9413 4.5725  0.194
H: 2.2429 3.3979 3.6226  0.190


# 3
Here is an isolated ion of composition C5H7N4 and charge +1 in a non-equilibrium geometry from the OMol25 dataset. Energies are from ωB97M-V with the def2-TZVPD basis set.

Charge = +1
Energy above the lowest of the compared OMol25 structures with the same formula, charge and spin = 162.2 kJ/mol
LUMO = -4.32 eV
HOMO-LUMO gap = 9.245 eV
E = -413.40362 Eh
F_max = 7.12 eV/Å
SMILES = C1=CN2CC[NH+]=C2N=N1

Each line ends with the natural charge from an NBO analysis.
Element x y z (Å)
C: -2.3539 -1.0720 0.0488  -0.110
C: -1.0139 -1.3465 0.1895  0.075
N: -0.0767 -0.4432 0.0833  -0.335
C: 1.3417 -0.5706 -0.2212  -0.227
C: 1.8477 0.8704 0.1196  -0.217
N: 0.5482 1.6777 0.0196  -0.522
C: -0.4397 0.8706 0.0762  0.575
N: -2.0003 1.1251 -0.1026  -0.103
N: -2.7377 0.1928 -0.1156  -0.062
H: -3.1023 -1.8281 0.1328  0.249
H: -0.7778 -2.4140 0.2495  0.254
H: 1.3470 -0.4838 -1.2497  0.227
H: 1.7974 -1.3810 0.2964  0.258
H: 2.2977 0.8870 1.0645  0.224
H: 2.6147 1.2469 -0.6139  0.246
H: 0.7078 2.6685 0.0228  0.469


Which value of E does entry 1 give?
-965.13563 Eh